Formula: C17H33As3CoN4
Source: the OMol25 dataset
Level of theory: the ωB97M-V functional and the def2-TZVPD basis

Calculated values
Gap between HOMO and LUMO (spin up / spin down), Eh: 0.2151 / 0.2458
2S+1: 2
Charge: +2

Last column: natural (NBO) charge in e.
Cartesian coordinates (Å):
Co (1.0260, -1.1212, 0.8052)  0.8102
N (4.6829, -1.6793, 2.3911)  -0.4661
C (5.1964, -1.5342, 1.1215)  -0.0395
C (4.1346, -1.2791, 0.3131)  -0.0709
N (2.9889, -1.2713, 1.0715)  -0.5476
C (3.3531, -1.5217, 2.3236)  0.3268
C (2.2968, -1.5661, 3.3154)  0.2982
N (1.0631, -1.3744, 2.8762)  -0.5532
C (0.2392, -1.4547, 3.9694)  -0.0658
C (0.9914, -1.6948, 5.0784)  -0.0381
N (2.2948, -1.7623, 4.6450)  -0.4663
H (5.2291, -1.8914, 3.2113)  0.4479
H (6.2492, -1.6316, 0.9178)  0.2622
H (4.1242, -1.1159, -0.7517)  0.2461
H (-0.8289, -1.3369, 3.8950)  0.2390
H (0.7296, -1.8229, 6.1156)  0.2600
H (3.0908, -1.9336, 5.2388)  0.4464
C (-2.6072, -1.7560, 1.2393)  -0.9353
As (-1.2030, -1.4205, -0.0589)  0.9736
C (-1.1668, -3.0559, -1.1119)  -0.9333
C (-1.9196, -0.1188, -1.3217)  -0.7196
C (-1.7571, 1.3599, -0.9623)  -0.0390
C (-2.2421, 1.6151, 0.4692)  -0.6266
C (-0.2966, 1.8094, -1.1133)  -0.7324
As (1.0236, 1.1210, 0.1414)  1.0547
C (0.9319, 2.2235, 1.7339)  -0.9391
C (2.6902, 1.6624, -0.6871)  -0.9446
C (-2.6261, 2.2155, -1.9140)  -0.7359
As (-2.6246, 2.1622, -3.9156)  0.9317
C (-3.5264, 0.4477, -4.2442)  -0.9615
C (-0.8083, 1.6172, -4.4434)  -0.9721
H (-3.5658, -1.8473, 0.7326)  0.2548
H (-2.6640, -0.9476, 1.9640)  0.2441
H (-2.3897, -2.6923, 1.7509)  0.2507
H (-2.1462, -3.2237, -1.5546)  0.2566
H (-0.9234, -3.8981, -0.4672)  0.2511
H (-0.4290, -2.9818, -1.9077)  0.2487
H (-2.9765, -0.3575, -1.4382)  0.2530
H (-1.4456, -0.3249, -2.2804)  0.2466
H (-1.6635, 1.0498, 1.2104)  0.1819
H (-3.2903, 1.3304, 0.5791)  0.2334
H (-2.1618, 2.6743, 0.7220)  0.2352
H (-0.2447, 2.8962, -1.0214)  0.2499
H (0.0756, 1.5616, -2.1046)  0.2558
H (0.8465, 3.2683, 1.4405)  0.2553
H (1.8482, 2.0890, 2.3060)  0.2469
H (0.0779, 1.9499, 2.3473)  0.2491
H (2.6791, 2.7301, -0.8954)  0.2569
H (2.8265, 1.1273, -1.6252)  0.2471
H (3.5145, 1.4392, -0.0139)  0.2450
H (-2.4626, 3.2650, -1.6592)  0.2328
H (-3.6775, 2.0268, -1.6757)  0.2348
H (-4.4713, 0.4261, -3.7006)  0.2335
H (-2.9320, -0.4269, -3.9857)  0.2005
H (-3.7607, 0.3977, -5.3060)  0.2508
H (-0.0862, 2.3987, -4.2065)  0.2285
H (-0.8270, 1.5188, -5.5285)  0.2550
H (-0.4796, 0.6600, -4.0306)  0.1916